C45H99N5O7 | the ωB97M-V functional and the def2-TZVPD basis

```
156
Properties=species:S:1:pos:R:3:forces:R:3
H 6.33655 14.20108 15.23466 -0.3311 -0.1185 -0.4482
C 8.87164 21.43942 15.85268 -0.8101 -1.5438 -0.0776
H 8.24546 11.11578 14.03699 -0.6027 0.1122 0.1327
H 14.00313 10.69744 10.45989 0.5254 0.1220 0.7145
O 7.83676 18.77432 14.89252 -0.5237 -0.3819 1.5043
H 7.24221 19.31052 15.47702 0.6606 -0.0768 -0.7590
H 13.38230 18.26136 12.14188 -0.9393 0.2782 0.1122
H 11.05710 14.50647 8.79378 -0.0058 -0.1958 -0.1575
H 8.40392 18.41874 11.91209 -0.9608 -0.3160 -0.5697
H 11.01060 21.91557 14.38325 0.5121 0.1943 -0.2470
H 17.49564 15.63640 12.36921 0.4860 -0.1341 0.4322
H 7.21649 16.77677 15.90751 0.4101 -1.2842 0.3827
H 10.95892 20.51897 13.16725 -0.0189 0.6727 1.0994
C 7.40464 18.85279 12.12444 0.7104 0.1684 1.1578
H 9.34910 9.27042 10.88000 -0.3549 -0.5301 -0.7876
H 11.91828 18.35343 6.67547 -0.5826 0.5518 -0.6882
C 13.41910 14.96083 12.56031 -0.4027 1.2603 1.3398
H 13.83691 15.40739 11.67605 0.0950 -0.1626 -0.6053
H 8.92101 14.51584 10.61224 0.5451 0.3751 0.4300
C 11.88734 17.65995 7.48673 0.1399 -0.8808 0.5968
H 11.77064 10.95070 12.45214 0.1487 0.3486 0.6923
H 8.33996 20.70136 16.52070 -0.0355 1.1426 -0.4749
H 16.75505 18.06869 12.44231 0.5831 0.5038 -1.0006
H 14.86116 19.11553 11.79710 -0.4043 -0.7495 0.1573
H 12.94022 17.55543 7.69631 0.4094 -0.1302 0.7475
C 12.23504 10.98397 11.48194 -0.9427 -0.3548 -0.4467
H 12.55554 17.35110 13.62171 0.0141 -0.0381 0.9981
H 12.70145 9.54597 8.90481 -0.2341 0.3988 0.7439
C 14.98085 19.08844 14.31885 -1.0322 0.5890 0.2524
C 9.27818 15.60631 14.50512 -1.9007 -0.0716 -2.9662
H 10.02896 22.59201 12.08796 -0.2084 -0.3199 0.6233
C 13.99808 9.37122 12.16438 0.6959 -1.0327 -1.6401
O 11.98437 16.60079 10.13138 0.2129 -0.1329 -0.6617
H 7.78528 15.97214 8.90439 -0.2376 0.2479 0.0161
H 12.63502 17.77849 16.73443 0.3122 -0.3097 -0.9975
H 11.28643 12.67846 14.93152 -0.1117 -0.0934 -0.4515
C 11.39526 9.93443 10.71559 1.7296 -1.4938 -0.2114
C 7.11872 14.34463 14.47695 0.0263 0.8275 1.7122
H 16.27439 15.00530 14.49245 0.2337 -0.2140 0.4037
H 9.52152 20.18184 11.75508 0.1295 -0.2894 -0.7359
H 15.44783 18.79009 15.28147 -0.0345 0.7384 -0.5490
H 15.65604 13.95757 13.16965 0.6456 0.2641 0.0516
O 9.94667 14.12310 16.86530 -0.7111 -0.2376 0.7248
C 13.85493 7.74739 10.15748 0.9117 -0.2365 0.6528
C 8.27513 14.85700 15.34515 -0.2121 -0.1461 0.5396
H 12.84933 14.98060 15.35780 -0.5328 0.1876 0.2846
C 13.31365 7.05744 12.49816 -2.0496 0.2931 -1.0375
H 14.31037 7.03698 12.81733 1.3709 -0.3667 0.8588
H 13.14068 17.09247 18.03096 0.0432 -0.0451 -0.3084
C 9.19844 12.42872 15.35143 -1.5249 2.2762 0.7715
H 12.58652 7.26770 13.29140 0.3895 -0.2854 0.1388
C 15.77373 14.98942 13.53793 -2.0165 0.0617 -0.3021
H 12.13071 16.92879 11.01775 0.2005 0.0393 0.4880
H 11.11852 9.14721 8.68058 -1.1658 -0.3697 -0.2198
C 9.68711 18.73207 8.10639 -0.1340 0.4615 1.4299
H 8.76737 11.13434 17.17377 0.7669 0.4264 -1.6414
H 13.07117 6.14442 11.96722 -0.0772 -0.4567 0.2624
H 9.60981 21.87182 16.49302 0.5740 0.4560 0.3095
C 8.48166 16.79898 9.08688 -0.4212 -0.6216 -0.1750
H 9.25004 16.01287 11.61681 0.3917 -0.8281 -0.9050
C 13.23051 8.19860 11.50370 -0.4807 1.3034 -0.6173
H 8.88133 17.14582 6.92314 0.1199 -0.6527 -0.0681
N 8.64273 19.55630 14.08110 1.0057 0.8554 0.7113
H 13.68531 13.54749 14.82136 0.3182 0.1851 0.1487
H 7.21065 15.37731 17.14474 -0.8581 -0.1749 0.2149
H 7.66271 18.17933 7.58937 0.5912 -0.3485 0.3241
H 8.70829 16.50301 14.16838 0.4619 -0.2298 0.2671
H 14.85332 7.24668 10.34020 -1.2057 0.1183 -0.0726
H 10.62428 14.37152 16.24042 0.4791 0.2304 -0.6229
O 11.09758 17.99724 12.43548 -0.5033 0.5161 2.7733
H 11.58970 16.66626 7.14083 -0.1482 0.4840 -0.0870
H 11.29229 19.77679 10.12529 -0.3455 0.4438 0.0730
H 13.80482 9.39222 13.20111 -0.5626 0.0505 1.3415
H 9.84630 10.49248 15.79278 -0.0208 0.1037 0.7185
H 11.59588 10.83593 8.79986 -0.5269 1.1666 -0.7371
H 9.27529 14.35074 8.42115 0.6482 -0.0116 0.0104
C 10.15535 15.01847 8.46881 -0.4072 0.9455 -0.9608
H 17.13194 17.54574 13.97822 -0.2783 -0.4200 0.5242
N 14.29481 16.81285 14.27951 0.2266 -1.1784 -0.9610
C 7.94458 12.00374 14.61819 -0.2580 0.0365 -0.4557
H 11.41827 20.21577 16.04259 -0.7336 -0.1004 0.1138
H 12.72752 18.88289 9.71853 -0.0236 -0.0185 0.1521
H 13.93516 19.52318 14.57679 1.3315 -1.4925 -0.5217
C 13.72291 10.70165 11.53801 -0.5769 0.0053 -1.4935
O 11.09220 7.58136 10.67073 -0.1672 -0.5599 1.4832
C 8.62615 17.66952 7.83377 -0.3055 0.8721 0.2782
C 14.24750 15.40747 13.80401 1.7739 -0.7193 0.6372
H 9.25054 19.45235 8.83733 0.3132 -0.4665 -0.1164
H 6.09375 21.32332 12.51009 0.1442 0.2465 -0.4807
C 9.77858 16.10472 9.50146 0.3490 0.5614 -0.7376
H 9.89604 19.34923 7.24764 0.1659 0.0543 -0.5092
H 8.22718 22.22942 15.44233 0.1257 -0.4343 0.2536
H 10.34226 13.39300 13.57147 -0.3611 -0.5245 0.9552
H 8.07510 13.20587 12.93948 0.0593 0.5264 -0.5976
H 9.72736 10.47223 11.99429 0.1472 0.3837 -0.7417
H 6.91808 21.65176 14.07231 -0.3648 0.3445 -0.5346
H 14.24199 11.48279 12.07233 0.2588 0.3934 -0.0414
C 6.58887 20.88399 13.35805 0.5374 0.4315 1.8975
C 7.84351 20.06954 13.01040 -1.6788 -0.6664 -2.0979
H 13.47421 13.88020 12.56368 -0.0109 -0.2180 -0.3810
C 16.48656 15.93977 12.61233 -0.0899 0.6068 -1.1176
C 11.80830 19.30645 9.30394 1.4783 0.0467 0.5273
C 13.81110 14.61683 15.04622 -0.1241 -0.2703 -0.7431
H 6.43927 12.80948 13.30428 -1.2323 -0.7557 -0.7321
H 6.81999 15.12365 13.79307 -0.2536 0.4939 -0.0937
H 10.40204 18.16021 13.15237 1.0541 -0.1892 -1.2911
H 8.82331 22.58099 13.39327 -0.6649 0.7364 0.0530
H 7.16958 11.78615 15.32608 -0.2525 -0.7017 0.6781
C 10.34658 12.60128 14.35871 0.6262 0.1096 0.0124
H 12.01031 11.94220 11.01862 0.1111 0.3289 0.0902
H 10.04309 19.00514 16.32890 0.1014 0.6149 0.5581
H 9.39522 15.04836 13.53858 0.6381 0.5856 0.9357
H 15.38343 19.99846 13.82212 0.6793 -0.8806 0.3235
H 11.01440 18.87277 14.98808 -0.0181 0.6240 -0.2078
H 8.08830 17.38180 9.93919 0.1955 -0.1035 -0.4398
C 10.38109 21.25464 13.79963 0.4408 -0.3623 -0.9353
C 8.75230 20.85630 12.09504 -0.9879 1.5204 -0.4151
C 11.04790 18.20424 8.67848 -1.2412 -1.0853 -1.3845
C 7.35066 13.09775 13.73708 2.0998 -1.0121 -0.1758
H 10.29131 15.44116 7.44463 -0.0880 -0.5536 0.8308
H 10.86063 7.08195 11.48735 -0.2365 0.0557 -1.2590
C 7.73459 15.88142 16.35640 0.7865 0.3589 -0.1383
H 10.36001 11.74185 16.96034 1.6774 0.3697 0.7760
H 14.61544 17.47480 11.23560 0.2337 -0.3964 0.1913
C 14.43605 18.12047 12.09235 0.1179 1.2618 -1.0586
H 6.79479 18.13587 12.69246 0.2221 0.1866 -0.1717
C 9.57086 20.51962 14.82980 -0.1658 -1.1526 0.2741
H 8.11121 21.27070 11.26447 0.8509 -0.5845 0.5526
O 12.57416 17.78332 17.67956 -0.3285 0.3225 1.1191
C 9.56767 11.38605 16.38492 -1.7295 -1.2672 -0.1326
C 16.42875 17.36228 13.16391 1.4557 -0.7869 0.6493
H 10.31596 11.66157 13.82248 0.5825 -0.2741 -0.1939
C 10.56130 19.65966 15.62100 0.1452 -1.4885 -0.3577
C 9.64346 15.34364 10.78695 -0.7868 0.3241 1.4214
H 15.05579 9.07014 12.08287 -0.1100 0.3680 -0.0294
C 9.90388 10.18339 10.93229 1.0261 -0.4406 1.9513
H 10.16908 15.97874 14.93199 1.1756 -0.0020 0.6126
H 5.79927 20.38683 13.92622 0.1922 -0.6433 -0.1942
C 15.04092 17.77146 13.43162 -2.2742 2.1608 1.4917
N 8.80102 13.68816 16.13610 0.6196 -0.1682 -0.8667
C 11.69194 9.86844 9.21128 1.3888 -0.1986 0.1607
C 9.48362 21.96137 12.82660 0.5820 0.3407 -0.8971
N 11.78899 8.63943 11.34600 0.2040 -0.0933 0.7038
H 9.60626 10.92040 10.23114 -0.7495 0.7272 -0.4579
H 14.12494 8.61380 9.57084 -0.0633 0.0718 -0.3260
H 16.06045 16.02079 11.59687 -0.3491 -0.4957 0.3806
H 10.64874 14.97712 11.07570 -0.7735 -0.1011 -0.0201
O 12.96436 17.22807 14.52117 -0.3098 0.4168 -1.1665
H 6.83221 19.19966 11.25490 0.4337 -0.1748 0.0236
N 10.75064 17.20359 9.75444 0.1228 -0.0312 -0.3776
H 12.34944 15.24942 12.63110 0.4936 -0.1292 0.0752
H 10.61674 17.86056 11.63097 -0.8497 -0.1810 -1.4374
H 13.14463 7.09384 9.61280 0.6280 0.3513 0.2785
H 8.64162 16.21852 16.84743 0.0546 0.6064 0.2314
H 14.52773 14.79902 15.84059 0.0210 -0.2125 0.1502
H 12.18749 19.99070 8.55742 -0.3533 0.5547 -0.1711
```
Forces are in eV/Å.

Calculated values
HOMO level ... -8.4 eV
LUMO energy ... 0.554 eV
SMILES ... CC1(C)CCCC(C)(C)N1O.CC1(C)CCCC(C)(C)N1O.CC1(C)CCCC(C)(C)N1O.CC1(C)CCCC(C)(C)N1O.CC1(C)CCCC(C)(C)N1O.O.O
Energy relative to the best compared isomer or geometry (same formula, charge and spin) ... 45.35 kcal per mole
Largest force on an atom ... 3.5 eV/A
Frontier orbital gap ... 8.96 eV
E_tot ... -2574.1786 Eh